Formula: C36H72O18S3
Source: OMol25
Level of theory: the ωB97M-V functional and the def2-TZVPD basis

SMILES	O=S1(=O)CCCC1.O=S1(=O)CCCC1.O=S1(=O)CCCC1.CCOC(C)=O.CCOC(C)=O.CCOC(C)=O.CCOC(C)=O.CCOC(C)=O.CCOC(C)=O

CARTESIAN COORDINATES (ANGSTROEM)
O: 3.611 -3.696 0.404
C: 4.450 -3.075 0.962
O: 5.428 -2.431 0.288
C: 5.321 -2.542 -1.118
C: 6.312 -3.493 -1.599
C: 4.622 -2.909 2.451
H: 5.409 -1.520 -1.463
H: 4.294 -2.852 -1.216
H: 7.290 -3.080 -1.648
H: 6.028 -3.826 -2.596
H: 6.260 -4.441 -1.083
H: 3.698 -2.447 2.774
H: 5.463 -2.212 2.731
H: 4.762 -3.883 2.892
O: 0.695 3.181 -3.626
C: 0.106 3.667 -4.576
O: 0.640 3.820 -5.838
C: 1.947 3.196 -6.040
C: 3.074 3.890 -5.343
C: -1.331 3.989 -4.530
H: 2.155 3.301 -7.099
H: 1.976 2.116 -5.903
H: 2.981 4.993 -5.449
H: 4.053 3.451 -5.634
H: 2.942 3.625 -4.295
H: -1.867 3.120 -4.052
H: -1.682 4.269 -5.521
H: -1.435 4.873 -3.826
O: 3.426 -1.202 -3.246
C: 3.378 -1.899 -4.258
O: 2.297 -2.481 -4.692
C: 1.123 -2.306 -3.946
C: 0.177 -1.476 -4.763
C: 4.611 -2.117 -5.097
H: 1.355 -1.810 -3.001
H: 0.720 -3.280 -3.775
H: -0.011 -1.960 -5.710
H: 0.444 -0.428 -4.861
H: -0.757 -1.362 -4.211
H: 4.602 -3.060 -5.633
H: 5.485 -1.917 -4.463
H: 4.616 -1.318 -5.892
O: -3.028 0.969 -2.805
C: -3.372 0.947 -1.648
O: -3.920 -0.140 -1.031
C: -3.941 -1.342 -1.837
C: -3.649 -2.486 -0.838
C: -3.380 2.225 -0.817
H: -3.152 -1.232 -2.553
H: -4.957 -1.479 -2.223
H: -2.594 -2.729 -0.741
H: -4.148 -3.442 -1.082
H: -3.963 -2.263 0.188
H: -2.507 2.824 -1.022
H: -3.459 2.009 0.223
H: -4.316 2.735 -1.100
O: -5.893 -1.543 1.725
C: -5.046 -0.885 2.296
O: -5.164 0.514 2.233
C: -6.291 1.000 1.449
C: -6.425 2.504 1.826
C: -3.836 -1.273 3.050
H: -7.176 0.391 1.592
H: -5.987 0.868 0.399
H: -7.244 2.848 1.218
H: -5.442 3.003 1.671
H: -6.737 2.503 2.902
H: -3.026 -1.303 2.331
H: -4.037 -2.250 3.504
H: -3.595 -0.497 3.797
O: 3.234 2.038 4.173
C: 2.129 1.661 3.799
O: 1.448 2.265 2.812
C: 1.938 3.646 2.535
C: 1.151 4.198 1.286
C: 1.359 0.493 4.280
H: 3.036 3.649 2.416
H: 1.741 4.109 3.501
H: 0.108 4.478 1.625
H: 1.131 3.428 0.455
H: 1.632 5.102 0.990
H: 1.729 0.086 5.232
H: 1.453 -0.311 3.528
H: 0.331 0.780 4.412
C: 2.259 0.434 0.056
C: 1.580 1.124 -1.101
C: 0.058 1.260 -0.760
S: -0.233 -0.402 -0.131
O: -0.650 -1.223 -1.253
O: -1.168 -0.201 0.971
C: 1.436 -0.877 0.292
H: 2.244 1.032 0.998
H: 3.300 0.221 -0.192
H: 1.732 0.451 -1.973
H: 1.967 2.111 -1.288
H: -0.590 1.263 -1.616
H: -0.135 1.966 0.054
H: 1.712 -1.751 -0.331
H: 1.428 -1.126 1.331
C: -2.311 2.176 4.725
C: -2.302 2.411 3.186
C: -2.682 3.862 2.920
S: -1.911 4.786 4.258
O: -2.782 5.816 4.710
O: -0.617 5.159 3.744
C: -1.687 3.407 5.411
H: -1.844 1.223 5.024
H: -3.382 2.116 5.048
H: -3.093 1.792 2.696
H: -1.308 2.196 2.795
H: -3.743 3.928 3.044
H: -2.412 4.338 1.967
H: -2.079 3.605 6.433
H: -0.579 3.294 5.504
C: -0.148 -4.899 0.244
C: 0.772 -5.960 0.904
C: 1.208 -5.521 2.269
S: 0.117 -4.281 2.842
O: 0.801 -3.001 2.842
O: -0.586 -4.641 4.046
C: -0.952 -4.327 1.418
H: -0.713 -5.369 -0.542
H: 0.447 -4.107 -0.151
H: 1.633 -6.190 0.264
H: 0.177 -6.890 0.963
H: 2.166 -5.054 2.210
H: 1.171 -6.341 2.976
H: -1.350 -3.349 1.288
H: -1.757 -5.031 1.659

Atoms 1-3, force components in eV/Å:
-1.9 -1.3 -0.1
2.4 1.1 0.8
0.1 0.3 1.6

Results of the Mulliken charge analysis, in e, for atoms 1 through 2: atom 1 (O): -0.562, atom 2 (C): 0.886

=====

Formula: C3H5N5
Source: OMol25
Level of theory: the ωB97M-V functional and the def2-TZVPD basis

SMILES	[H]/N=c1/ncncn1N
energy above the lowest of the compared OMol25 structures with the same formula, charge and spin	111.2	kcal/mol

CARTESIAN COORDINATES (ANGSTROEM)
C: 0.872 1.121 -0.032
C: 1.786 -1.055 -0.034
C: -0.377 -1.055 0.004
H: -1.573 1.400 0.894
H: -1.617 1.459 -0.739
H: 0.796 2.267 -0.212
H: 2.765 -1.346 0.550
H: -2.095 -0.872 -0.174
N: -1.505 0.871 -0.007
N: -0.234 0.290 0.178
N: 1.981 0.345 -0.285
N: 0.716 -1.667 0.092
N: -1.513 -1.759 -0.234

Atoms 1-3, force components in eV/Å:
2.8 -5.1 -2.2
4.3 2.8 2.9
-6.7 -2.5 -2.0

Results of the Mulliken charge analysis, in e, for atoms 1 through 2: atom 1 (C): 0.156, atom 2 (C): 0.083

=====

Formula: C7H5BrCsI2NO2
Source: OMol25
Level of theory: the ωB97M-V functional and the def2-TZVPD basis

energy above the lowest of the compared OMol25 structures with the same formula, charge and spin	16.5	kcal/mol

CARTESIAN COORDINATES (ANGSTROEM)
Cs: 1.705 1.407 -0.108
I: 3.123 -1.887 1.242
C: 5.050 -1.489 0.501
I: 5.284 0.394 -0.425
H: 5.279 -2.241 -0.237
H: 5.729 -1.520 1.339
Br: -0.064 -0.549 -2.965
C: -1.295 -0.108 -1.564
C: -2.642 -0.347 -1.736
C: -3.474 0.026 -0.688
C: -2.937 0.592 0.456
C: -1.565 0.771 0.532
N: -0.756 0.422 -0.486
C: -0.942 1.378 1.801
O: -1.734 1.669 2.688
O: 0.334 1.504 1.766
H: -3.017 -0.793 -2.645
H: -4.542 -0.131 -0.771
H: -3.536 0.901 1.301

Atoms 1-3, force components in eV/Å:
3.0 0.7 -2.2
-0.3 -0.1 0.1
0.1 0.0 0.0

Results of the Mulliken charge analysis, in e, for atoms 1 through 2: atom 1 (Cs): 0.965, atom 2 (I): 0.082

=====

Formula: C22H42N3O6P
Source: OMol25
Level of theory: the ωB97M-V functional and the def2-TZVPD basis

SMILES	CCOC(=O)CCC[C@@](COCP(=O)(O)O)(NCCCCN)[C@H](C)CC.c1ccncc1

CARTESIAN COORDINATES (ANGSTROEM)
C: 3.550 -3.251 3.380
C: 3.339 -3.570 1.810
O: 4.389 -2.903 1.075
C: 3.878 -2.263 -0.098
O: 3.639 -2.984 -1.071
C: 3.700 -0.664 -0.090
C: 2.569 -0.162 -1.089
C: 1.596 0.968 -0.547
C: 0.699 0.587 0.710
C: 0.291 -0.972 0.544
O: -0.338 -1.263 -0.724
C: -1.615 -1.915 -0.570
P: -2.151 -2.402 -2.331
O: -3.552 -3.023 -2.312
O: -2.149 -0.999 -3.315
O: -1.090 -3.539 -3.011
N: 1.457 0.647 1.981
C: 2.012 1.979 2.307
C: 3.569 2.168 1.993
C: 3.938 3.717 2.232
C: 3.415 4.662 1.062
N: 4.234 4.594 -0.188
C: -0.720 1.384 0.753
C: -0.655 2.848 0.107
C: -1.335 1.528 2.219
C: -2.203 0.271 2.717
H: 2.553 -3.331 3.932
H: 3.916 -2.175 3.525
H: 4.271 -3.987 3.868
H: 2.288 -3.233 1.549
H: 3.377 -4.709 1.691
H: 4.721 -0.252 -0.416
H: 3.575 -0.372 0.994
H: 2.052 -1.089 -1.507
H: 3.118 0.292 -1.992
H: 0.866 1.201 -1.404
H: 2.211 1.920 -0.420
H: 1.202 -1.655 0.698
H: -0.451 -1.301 1.359
H: -2.386 -1.181 -0.177
H: -1.542 -2.823 0.108
H: -1.236 -0.833 -3.631
H: -0.226 -3.122 -3.239
H: 0.973 0.200 2.762
H: 1.910 2.104 3.446
H: 1.467 2.863 1.854
H: 3.884 1.867 0.948
H: 4.183 1.556 2.745
H: 5.064 3.837 2.351
H: 3.435 3.999 3.226
H: 2.326 4.499 0.772
H: 3.496 5.736 1.449
H: 3.833 3.847 -0.784
H: 4.047 5.483 -0.682
H: -1.507 0.813 0.141
H: 0.378 3.308 0.046
H: -1.013 2.739 -0.981
H: -1.342 3.613 0.581
H: -2.068 2.413 2.192
H: -0.594 1.767 3.041
H: -1.459 -0.481 3.162
H: -2.853 0.610 3.583
H: -2.761 -0.268 1.893
N: -8.321 -2.174 -2.863
C: -6.997 -2.340 -2.720
C: -6.066 -1.992 -3.686
C: -6.528 -1.445 -4.873
C: -7.893 -1.265 -5.049
C: -8.741 -1.642 -4.020
H: -6.685 -2.774 -1.776
H: -5.008 -2.147 -3.513
H: -5.832 -1.161 -5.655
H: -8.289 -0.841 -5.964
H: -9.815 -1.517 -4.109

Atoms 1-3, force components in eV/Å:
-0.3 0.1 -0.2
-0.4 -0.7 2.2
-1.4 1.3 -1.0

Results of the Mulliken charge analysis, in e, for atoms 1 through 2: atom 1 (C): -0.994, atom 2 (C): 0.238

=====

Formula: F4LiSr
Source: OMol25
Level of theory: the ωB97M-V functional and the def2-TZVPD basis

total charge	-1

CARTESIAN COORDINATES (ANGSTROEM)
Sr: -1.005 0.786 -0.664
Li: 0.783 -0.391 0.189
F: 0.481 -0.366 -1.499
F: -1.274 -0.966 0.248
F: 0.655 1.292 0.026
F: 0.360 -0.355 1.700

Atoms 1-3, force components in eV/Å:
-8.0 2.4 -2.9
1.4 -1.6 0.2
1.8 -2.1 -3.1

Results of the Mulliken charge analysis, in e, for atoms 1 through 2: atom 1 (Sr): 1.687, atom 2 (Li): 0.847

=====

| no. | LUMO level (eV) |
| --- | --- |
| 1 | 0.5 |
| 2 | -0.4 |
| 3 | -0.6 |
| 4 | 0.0 |
| 5 | 2.5 |